Record 1
C19H39BrF2NO12PSi2 as an isolated structure in a non-equilibrium geometry. Source: the OMol25 dataset; level of theory: the ωB97M-V functional and the def2-TZVPD basis.

```
! wB97M-V def2-TZVPD RIJCOSX def2/J DEFGRID3
* xyz 0 1
C -1.82 4.31 2.13
C -2.14 3.62 0.77
C -2.57 2.13 1.03
C -1.56 1.12 0.38
C -1.07 -0.01 1.34
C -0.41 0.55 2.64
Si 1.38 1.12 2.26
O 2.06 -0.12 1.34
Si 3.12 0.40 0.12
C 4.06 1.98 0.53
C 5.25 2.34 -0.41
C 4.96 2.21 -1.93
Br 5.66 4.26 -0.06
N 4.12 -1.03 -0.31
C 3.98 -1.48 -1.66
O 3.80 -2.61 -1.83
F 3.99 -0.67 -2.76
C 5.44 -0.95 0.12
O 5.81 -0.55 1.13
F 6.34 -1.36 -0.81
P 2.43 1.12 4.25
O 3.85 1.52 4.13
O 1.63 2.17 5.24
O 2.36 -0.35 4.97
H -1.18 5.20 2.01
H -2.74 4.62 2.64
H -1.27 3.57 2.75
H -2.98 4.14 0.27
H -1.27 3.70 0.09
H -2.68 2.00 2.12
H -3.56 1.95 0.57
H -2.07 0.65 -0.47
H -0.65 1.63 0.01
H -0.37 -0.62 0.75
H -1.91 -0.68 1.61
H -0.97 1.39 3.10
H -0.28 -0.30 3.35
H 1.42 2.44 1.63
H 2.25 0.70 -1.04
H 3.35 2.82 0.47
H 4.45 1.98 1.57
H 6.16 1.81 -0.10
H 5.50 1.32 -2.30
H 5.45 3.06 -2.43
H 3.90 2.21 -2.20
H 0.91 2.57 4.71
H 1.95 -0.99 4.36
C 1.37 -2.00 -4.68
C 0.09 -1.23 -4.42
O 0.09 0.03 -5.09
C -0.13 -0.01 -6.41
O -0.33 -1.00 -7.06
O -0.06 1.24 -6.88
C -0.18 1.33 -8.30
H 2.25 -1.41 -4.42
H 1.39 -2.93 -4.10
H 1.47 -2.26 -5.73
H 0.01 -1.01 -3.35
H -0.79 -1.81 -4.70
H -1.09 0.83 -8.65
H 0.70 0.90 -8.78
H -0.24 2.38 -8.56
C -7.55 -3.85 2.65
C -6.45 -4.13 1.64
O -5.25 -3.42 1.97
C -4.54 -3.93 2.98
O -4.82 -4.90 3.63
O -3.47 -3.14 3.17
C -2.68 -3.50 4.30
H -7.72 -2.77 2.74
H -8.48 -4.32 2.34
H -7.29 -4.21 3.64
H -6.76 -3.78 0.66
H -6.25 -5.20 1.55
H -2.38 -4.55 4.25
H -3.23 -3.31 5.22
H -1.79 -2.88 4.29
*
```

## Properties
**Energy**: -5399.319757 Eh
**E_HOMO**: -10.118 eV
**Orbital gap**: 10.13 eV
**Lowest unoccupied orbital energy**: 0.000 hartree

And the Löwdin charges, in e, turn out to be: number 1, C, carries -0.1099; number 2, C, carries -0.2373; number 3, C, carries -0.1968; number 4, C, carries -0.2020; number 5, C, carries -0.2515; number 6, C, carries -0.2656; number 7, Si, carries 0.5141; number 8, O, carries -0.3317; number 9, Si, carries 0.5637; number 10, C, carries -0.3379; number 11, C, carries -0.7264; number 12, C, carries -0.1541; number 13, Br, carries 0.6550; number 14, N, carries 0.0730; number 15, C, carries -0.5259; number 16, O, carries 0.2154; number 17, F, carries 0.1004; number 18, C, carries -0.5693; number 19, O, carries 0.2118; number 20, F, carries 0.1285; number 21, P, carries 0.4141; number 22, O, carries -0.3199; number 23, O, carries -0.1697; number 24, O, carries -0.1601; number 25, H, carries 0.0695; number 26, H, carries 0.0774; number 27, H, carries 0.0420; number 28, H, carries 0.0976; number 29, H, carries 0.0940; number 30, H, carries 0.0912; number 31, H, carries 0.1049; number 32, H, carries 0.1102; number 33, H, carries 0.0887; number 34, H, carries 0.0946; number 35, H, carries 0.1085; number 36, H, carries 0.0523; number 37, H, carries 0.0707; number 38, H, carries 0.0178; number 39, H, carries 0.0463; number 40, H, carries 0.0546; number 41, H, carries 0.0788; number 42, H, carries 0.0798; number 43, H, carries 0.0742; number 44, H, carries 0.0494; number 45, H, carries 0.0742; number 46, H, carries 0.0456; number 47, H, carries 0.0613; number 48, C, carries -0.0601; number 49, C, carries -0.2076; number 50, O, carries 0.0342; number 51, C, carries -0.6045; number 52, O, carries 0.1245; number 53, O, carries 0.0032; number 54, C, carries -0.0428; number 55, H, carries 0.0637; number 56, H, carries 0.0844; number 57, H, carries 0.0770; number 58, H, carries 0.1163; number 59, H, carries 0.1246; number 60, H, carries 0.0957; number 61, H, carries 0.0991; number 62, H, carries 0.0926; number 63, C, carries -0.0671; number 64, C, carries -0.2114; number 65, O, carries 0.0337; number 66, C, carries -0.6045; number 67, O, carries 0.1266; number 68, O, carries -0.0045; number 69, C, carries -0.0400; number 70, H, carries 0.0819; number 71, H, carries 0.0808; number 72, H, carries 0.0739; number 73, H, carries 0.1218; number 74, H, carries 0.1247; number 75, H, carries 0.0977; number 76, H, carries 0.1010; number 77, H, carries 0.0836

Record 2
C19H39CsGeOSbSe4Si3 as an isolated structure in a non-equilibrium geometry. Source: the OMol25 dataset; level of theory: the ωB97M-V functional and the def2-TZVPD basis.

```
! wB97M-V def2-TZVPD RIJCOSX def2/J DEFGRID3
* xyz -2 2
Cs 0.63 -0.78 0.09
Se -2.04 -5.52 -2.02
Sb -1.04 -4.30 -0.13
Se -2.24 -2.13 0.25
Se 1.37 -3.76 -0.59
Se -1.16 -5.65 1.94
C -1.03 3.55 -5.60
Si -0.71 2.93 -3.81
C 1.01 3.67 -3.42
C -1.89 4.01 -2.76
Ge -0.83 0.62 -3.14
Si 0.52 -0.48 -4.79
C 0.53 -2.36 -4.58
C 0.14 -0.14 -6.64
C 2.34 0.08 -4.59
Si -3.07 -0.01 -3.76
C -4.29 0.75 -2.52
C -3.67 0.64 -5.46
C -3.38 -1.87 -3.78
H -0.94 4.64 -5.67
H -2.03 3.27 -5.93
H -0.32 3.10 -6.29
H 1.01 4.76 -3.52
H 1.77 3.27 -4.09
H 1.32 3.42 -2.39
H -1.68 5.08 -2.88
H -1.80 3.76 -1.70
H -2.94 3.84 -3.05
H -0.47 -2.78 -4.73
H 0.85 -2.64 -3.58
H 1.20 -2.84 -5.30
H -0.86 -0.48 -6.89
H 0.85 -0.66 -7.30
H 0.20 0.93 -6.85
H 2.66 -0.06 -3.55
H 2.47 1.13 -4.84
H 3.01 -0.51 -5.22
H -4.23 1.84 -2.52
H -4.05 0.41 -1.51
H -5.32 0.46 -2.74
H -3.64 1.73 -5.49
H -4.70 0.32 -5.67
H -3.03 0.27 -6.27
H -3.16 -2.30 -2.80
H -2.75 -2.39 -4.51
H -4.42 -2.10 -4.02
C -2.87 3.87 6.56
C -2.01 2.83 5.90
C -0.86 2.34 6.51
C -0.05 1.40 5.89
C 1.19 0.90 6.59
C -0.39 0.96 4.60
C 0.56 0.07 3.90
O 0.93 0.24 2.76
C -1.57 1.40 3.99
C -2.05 0.84 2.68
C -2.36 2.33 4.65
H -2.48 4.14 7.54
H -3.89 3.52 6.68
H -2.90 4.77 5.95
H -0.60 2.70 7.50
H 1.31 1.41 7.55
H 2.08 1.07 5.99
H 1.11 -0.17 6.79
H 0.97 -0.76 4.49
H -1.57 -0.10 2.42
H -1.89 1.54 1.86
H -3.12 0.64 2.73
H -3.28 2.67 4.18
*
```

## Properties
**<S²>**: 0.780
**Energy**: -13634.306730 Eh
**Energy relative to the best compared isomer or geometry (same formula, charge and spin)**: 21.5 kcal per mole
**E_HOMO (spin up / spin down)**: -1.201 / -1.199 eV
**Orbital gap (spin up / spin down)**: 4.44 / 3.92 eV
**Lowest unoccupied orbital energy (spin up / spin down)**: 0.119 / 0.100 hartree

And the Löwdin charges, in e, turn out to be: number 1, Cs, carries 0.4769; number 2, Se, carries -0.1423; number 3, Sb, carries -0.4314; number 4, Se, carries -0.3266; number 5, Se, carries -0.3854; number 6, Se, carries -0.1312; number 7, C, carries -0.2421; number 8, Si, carries 0.2418; number 9, C, carries -0.2552; number 10, C, carries -0.2567; number 11, Ge, carries 0.4752; number 12, Si, carries 0.2425; number 13, C, carries -0.2277; number 14, C, carries -0.2386; number 15, C, carries -0.2453; number 16, Si, carries 0.2437; number 17, C, carries -0.2405; number 18, C, carries -0.2419; number 19, C, carries -0.2337; number 20, H, carries 0.0090; number 21, H, carries -0.0044; number 22, H, carries -0.0027; number 23, H, carries 0.0095; number 24, H, carries -0.0022; number 25, H, carries 0.0105; number 26, H, carries 0.0090; number 27, H, carries 0.0112; number 28, H, carries 0.0013; number 29, H, carries 0.0075; number 30, H, carries -0.0121; number 31, H, carries 0.0204; number 32, H, carries 0.0008; number 33, H, carries 0.0105; number 34, H, carries -0.0059; number 35, H, carries 0.0125; number 36, H, carries -0.0029; number 37, H, carries 0.0137; number 38, H, carries -0.0028; number 39, H, carries 0.0058; number 40, H, carries 0.0152; number 41, H, carries -0.0062; number 42, H, carries 0.0102; number 43, H, carries -0.0007; number 44, H, carries -0.0212; number 45, H, carries 0.0069; number 46, H, carries 0.0217; number 47, C, carries -0.0557; number 48, C, carries -0.2663; number 49, C, carries -0.0210; number 50, C, carries -0.2153; number 51, C, carries -0.0480; number 52, C, carries -0.1033; number 53, C, carries -0.1986; number 54, O, carries -0.1008; number 55, C, carries -0.1809; number 56, C, carries -0.0403; number 57, C, carries -0.0054; number 58, H, carries 0.0680; number 59, H, carries 0.0791; number 60, H, carries 0.0802; number 61, H, carries 0.1077; number 62, H, carries 0.0708; number 63, H, carries 0.0852; number 64, H, carries 0.0849; number 65, H, carries 0.1360; number 66, H, carries 0.0088; number 67, H, carries 0.1017; number 68, H, carries 0.0908; number 69, H, carries 0.1259

> energy of number 1 (C19H39BrF2NO12PSi2)?

-5399.319757 Eh

> Which of these has the highest energy?

C19H39BrF2NO12PSi2

> What is the formula in the second record?

C19H39CsGeOSbSe4Si3

> What is the energy in the second record?

-13634.306730 Eh